# 1
Formula: C45H33F3IrNO3P2S6
Source: the Open Molecules 2025 dataset
Level of theory: ωB97M-V/def2-TZVPD

Geometry as XYZ:
```
94
Properties=species:S:1:pos:R:3
Ir 1.54 -1.58 0.32
S 0.00 -1.62 2.52
P -1.25 -0.08 2.17
C -0.79 0.90 0.80
P 0.74 1.74 1.05
S 2.42 0.67 1.27
C 0.87 2.99 -0.26
C 2.10 3.32 -0.80
C 2.19 4.34 -1.74
C 1.06 5.05 -2.10
C -0.18 4.72 -1.55
C -0.27 3.68 -0.64
C 0.78 2.84 2.53
C 0.53 4.21 2.47
C 0.59 4.98 3.62
C 0.89 4.39 4.84
C 1.14 3.02 4.91
C 1.09 2.26 3.76
C -2.88 -0.82 1.80
C -3.99 -0.74 2.63
C -5.13 -1.48 2.33
C -5.16 -2.32 1.23
C -4.05 -2.40 0.39
C -2.92 -1.64 0.67
C -1.60 0.77 3.75
C -1.17 0.25 4.96
C -1.47 0.91 6.14
C -2.21 2.09 6.11
C -2.63 2.61 4.90
C -2.33 1.96 3.72
H 2.98 2.78 -0.49
H 3.15 4.59 -2.18
H 1.12 5.86 -2.82
H -1.06 5.28 -1.83
H -1.23 3.39 -0.22
H 0.31 4.67 1.52
H 0.41 6.04 3.57
H 0.93 5.00 5.74
H 1.37 2.56 5.86
H 1.32 1.20 3.80
H -3.98 -0.11 3.51
H -6.00 -1.41 2.97
H -6.04 -2.91 1.02
H -4.05 -3.06 -0.46
H -2.05 -1.69 0.04
H -0.59 -0.67 4.97
H -1.15 0.50 7.09
H -2.44 2.60 7.03
H -3.20 3.53 4.87
H -2.65 2.35 2.76
F -2.10 -6.54 1.12
C -0.92 -6.56 0.45
F 0.03 -6.83 1.34
F -1.00 -7.64 -0.37
C -0.74 -5.30 -0.35
C -1.58 -5.15 -1.44
C -1.56 -3.98 -2.18
C -0.71 -2.97 -1.77
N 0.10 -3.11 -0.73
C 0.14 -4.25 -0.01
S 1.29 -4.22 1.24
H -2.26 -5.95 -1.69
H -2.19 -3.84 -3.05
H -0.69 -2.01 -2.26
O 3.81 -4.09 -0.63
C 4.24 -3.24 0.13
O 3.66 -2.21 0.64
H 5.28 -3.34 0.50
O 1.10 -0.39 -1.49
C 1.40 -0.20 -2.85
C 2.78 0.45 -3.03
C 3.73 0.63 -2.09
C 4.95 1.17 -2.61
C 4.91 1.36 -3.95
S 3.39 0.88 -4.60
C 1.46 -1.50 -3.67
C 0.69 -1.89 -4.73
C 1.03 -3.19 -5.20
C 2.04 -3.74 -4.47
S 2.60 -2.69 -3.24
C 0.24 0.58 -3.46
C 0.13 1.49 -4.47
C -1.21 1.84 -4.77
C -2.11 1.18 -3.98
S -1.32 0.16 -2.85
H 3.59 0.39 -1.05
H 5.81 1.39 -2.00
H 5.67 1.74 -4.61
H -0.09 -1.28 -5.17
H 0.55 -3.67 -6.03
H 2.50 -4.71 -4.60
H 0.97 1.90 -5.01
H -1.49 2.54 -5.55
H -3.18 1.26 -3.99
```

Charge: -1
Spin multiplicity: 6
Expectation value of S²: 8.768
Energy in Eh: -5490.84210
Energy relative to the best compared isomer or geometry (same formula, charge and spin) in eV: 1.460
Gap between HOMO and LUMO (spin up / spin down) in eV: 7.04 / 5.90
LUMO level (spin up / spin down) in Ha: 0.083 / 0.033

# 2
Formula: C40H54F2O36
Source: the Open Molecules 2025 dataset
Level of theory: ωB97M-V/def2-TZVPD

Geometry as XYZ:
```
132
Properties=species:S:1:pos:R:3
O -3.00 -0.16 3.28
C -3.85 -0.03 2.49
O -4.12 -0.98 1.58
C -5.26 -0.59 0.78
C -5.69 0.72 1.43
F -6.88 0.51 2.08
O -4.64 1.05 2.31
H -4.90 -0.62 -0.25
H -5.97 -1.42 0.83
H -5.81 1.55 0.73
O -3.28 1.96 -1.59
C -3.64 3.05 -1.78
O -2.91 3.97 -2.49
C -3.73 5.12 -2.71
C -4.58 5.06 -1.46
F -5.80 5.65 -1.66
O -4.77 3.66 -1.36
H -3.17 6.03 -2.87
H -4.33 5.10 -3.63
H -4.03 5.56 -0.66
C 1.34 -4.71 -1.56
C 1.08 -4.21 -2.96
C 1.85 -3.01 -3.51
O 2.41 -3.56 -4.70
C 2.12 -4.88 -4.85
O 2.43 -5.47 -5.82
O 1.38 -5.32 -3.82
H 1.00 -3.98 -0.82
H 2.35 -5.04 -1.34
H 0.73 -5.56 -1.26
H 0.00 -4.09 -3.00
H 2.56 -2.45 -2.90
H 1.13 -2.23 -3.80
C 3.75 2.29 -6.33
C 3.30 2.39 -4.89
C 3.44 1.21 -3.92
O 4.38 1.64 -2.97
C 4.67 2.96 -3.11
O 5.36 3.64 -2.45
O 3.92 3.44 -4.15
H 4.83 2.49 -6.45
H 3.29 2.98 -7.04
H 3.60 1.27 -6.71
H 2.26 2.68 -4.99
H 3.75 0.31 -4.46
H 2.45 1.12 -3.46
C 0.10 -1.85 1.42
C 0.06 -1.09 0.12
C -1.12 -0.09 -0.09
O -0.39 1.02 -0.68
C 0.95 0.84 -0.60
O 1.73 1.57 -1.09
O 1.24 -0.31 -0.02
H -0.83 -2.41 1.55
H 0.29 -1.16 2.23
H 0.90 -2.58 1.28
H 0.04 -1.71 -0.79
H -1.58 0.08 0.88
H -1.75 -0.45 -0.90
C -1.45 4.37 5.24
C -1.56 3.34 4.11
C -0.76 3.63 2.85
O 0.51 3.06 3.21
C 0.23 2.01 4.05
O 0.98 1.15 4.24
O -1.07 2.05 4.43
H -1.65 5.35 4.84
H -0.60 4.24 5.90
H -2.27 4.07 5.92
H -2.60 3.42 3.79
H -0.69 4.72 2.79
H -1.07 3.19 1.90
O 6.93 2.86 2.33
C 5.94 2.47 1.86
O 4.70 2.62 2.42
C 3.77 2.38 1.37
C 4.50 1.34 0.57
O 5.85 1.78 0.69
H 2.74 2.10 1.56
H 3.68 3.30 0.77
H 4.17 1.18 -0.45
H 4.38 0.38 1.10
O -0.30 7.95 1.21
C -0.06 6.99 0.59
O 1.17 6.53 0.27
C 1.01 5.54 -0.75
C -0.45 5.06 -0.59
O -1.02 6.21 0.06
H 1.14 6.06 -1.71
H 1.65 4.67 -0.71
H -0.53 4.13 -0.03
H -0.88 4.92 -1.58
O -2.53 -3.34 -2.86
C -2.74 -3.88 -1.83
O -2.19 -3.61 -0.65
C -2.69 -4.35 0.40
C -3.80 -5.20 -0.30
O -3.54 -4.95 -1.69
H -2.07 -4.99 1.03
H -3.25 -3.75 1.12
H -4.79 -4.81 -0.06
H -3.80 -6.25 -0.04
O 0.42 1.92 -5.81
C -0.33 1.19 -5.29
O -0.31 -0.15 -5.33
C -1.56 -0.70 -4.84
C -2.19 0.51 -4.14
O -1.43 1.60 -4.63
H -2.16 -1.11 -5.64
H -1.28 -1.44 -4.10
H -2.01 0.56 -3.07
H -3.23 0.54 -4.45
O -0.69 -1.94 4.74
C 0.00 -2.51 5.50
O 0.13 -2.25 6.81
C 1.04 -3.17 7.43
C 1.68 -3.82 6.20
O 0.75 -3.60 5.17
H 1.85 -2.63 7.93
H 0.60 -3.80 8.20
H 1.84 -4.89 6.39
H 2.69 -3.45 5.99
O 4.41 -5.46 1.68
C 3.42 -5.63 2.24
O 3.21 -6.60 3.15
C 1.85 -6.62 3.55
C 1.19 -5.49 2.75
O 2.29 -4.95 2.02
H 1.39 -7.54 3.15
H 1.77 -6.76 4.63
H 0.55 -4.90 3.40
H 0.51 -5.81 1.95
```

Energy in Eh: -4465.02863
Gap between HOMO and LUMO in eV: 9.89
Structure (SMILES): O=C1OC[C@@H](F)O1.O=C1OC[C@@H](F)O1.C[C@H]1COC(=O)O1.C[C@H]1COC(=O)O1.C[C@H]1COC(=O)O1.C[C@H]1COC(=O)O1.O=C1OCCO1.O=C1OCCO1.O=C1OCCO1.O=C1OCCO1.O=C1OCCO1.O=C1OCCO1
LUMO level in Ha: -0.014